Record 1
{"formula": "C4H14N2O", "method": "the ωB97M-V functional and the def2-TZVPD basis", "charge": 1, "e_tot_ha": -344.95607, "s2": 1.763, "orbital_gap_ha": [0.24698, 0.08418], "e_above_lowest_kj_mol": 756.1, "spin_multiplicity": 2, "max_force_ha_per_bohr": 0.046, "symbols": ["N", "C", "C", "N", "C", "C", "H", "H", "H", "H", "H", "H", "H", "H", "H", "H", "H", "H", "H", "H", "O"], "coordinates": [[-0.899, 0.130, -0.438], [-0.423, 4.386, -3.191], [-0.170, 3.012, -3.173], [0.881, -2.488, 2.036], [1.993, -2.714, 2.858], [0.163, -3.723, 1.712], [-0.344, -0.134, 0.359], [-0.982, 1.072, -0.765], [-1.248, 4.549, -2.500], [0.261, 5.115, -3.605], [-0.712, 2.533, -2.321], [0.078, 2.417, -4.046], [2.832, -3.340, 2.493], [2.477, -1.788, 3.192], [1.788, -3.240, 3.805], [0.099, -4.398, 2.573], [0.754, -4.252, 0.952], [-0.824, -3.449, 1.385], [-1.767, -0.377, -0.401], [-2.226, 3.542, -0.082], [-1.731, 3.149, -0.844]]}

Record 2
{"formula": "C4H14N2O", "method": "the ωB97M-V functional and the def2-TZVPD basis", "charge": 2, "e_tot_ha": -344.92044, "smiles": "[NH3+]CC[C@H]([NH3+])CO", "orbital_gap_ha": 0.41842, "e_above_lowest_kj_mol": 77.4, "max_force_ha_per_bohr": 0.039, "symbols": ["N", "C", "C", "C", "N", "C", "O", "H", "H", "H", "H", "H", "H", "H", "H", "H", "H", "H", "H", "H", "H"], "coordinates": [[-2.925, -0.669, -0.311], [-1.856, 0.390, -0.182], [-0.449, -0.334, -0.136], [0.776, 0.431, 0.339], [1.397, 1.113, -0.877], [1.840, -0.533, 0.803], [3.017, 0.194, 0.970], [-2.945, -1.278, 0.520], [-2.734, -1.249, -1.131], [-3.914, -0.387, -0.332], [-1.941, 0.921, -1.128], [-1.915, 0.867, 0.783], [-0.586, -1.230, 0.480], [-0.260, -0.782, -1.119], [0.711, 1.154, 1.158], [1.163, 2.104, -1.031], [2.408, 1.229, -0.663], [1.191, 0.592, -1.724], [1.955, -1.465, 0.225], [1.429, -0.880, 1.758], [3.637, -0.188, 1.597]]}

Record 3
{"formula": "C4H14N2O2", "method": "the ωB97M-V functional and the def2-TZVPD basis", "e_tot_ha": -420.74680, "smiles": "CN[C@@H](CN)CO.O", "orbital_gap_ha": 0.34200, "e_above_lowest_kj_mol": 153.1, "max_force_ha_per_bohr": 0.049, "symbols": ["C", "N", "C", "C", "N", "C", "O", "H", "H", "H", "H", "H", "H", "H", "H", "H", "H", "H", "H", "O", "H", "H"], "coordinates": [[1.971, 1.519, 0.963], [0.868, 0.730, 1.533], [0.077, 0.004, 0.504], [0.638, -1.421, 0.336], [0.441, -1.923, -1.022], [-1.395, -0.020, 0.916], [-2.162, 0.077, -0.310], [2.960, 1.131, 1.221], [1.957, 2.520, 1.401], [1.911, 1.576, -0.122], [1.270, 0.088, 2.203], [0.181, 0.535, -0.430], [0.319, -2.141, 1.096], [1.702, -1.395, 0.584], [-0.119, -2.757, -1.061], [1.278, -1.954, -1.578], [-1.632, 0.814, 1.560], [-1.690, -0.972, 1.369], [-1.912, -0.652, -0.888], [-0.497, 1.047, -2.328], [-1.332, 0.964, -1.812], [-0.845, 1.735, -2.928]]}

Record 4
{"formula": "C4H14N2O2", "method": "the ωB97M-V functional and the def2-TZVPD basis", "e_tot_ha": -420.61999, "orbital_gap_ha": 0.30121, "e_above_lowest_kj_mol": 486.0, "max_force_ha_per_bohr": 0.085, "symbols": ["C", "C", "C", "O", "H", "H", "H", "H", "H", "H", "H", "H", "C", "N", "N", "O", "H", "H", "H", "H", "H", "H"], "coordinates": [[0.793, -1.137, -0.594], [-0.200, -2.196, -0.973], [2.022, -1.044, -1.452], [-0.114, 0.458, -0.866], [0.130, 0.860, -1.713], [1.044, -1.148, 0.467], [-1.047, -2.198, -0.287], [-0.555, -2.032, -1.991], [2.640, -1.938, -1.318], [1.755, -0.968, -2.506], [0.266, -3.188, -0.923], [2.634, -0.188, -1.171], [-0.282, 2.136, 2.068], [-1.465, 1.386, 1.682], [-1.936, 1.801, 0.465], [-1.152, -0.017, 1.714], [-0.570, -0.180, 0.932], [-2.833, 1.338, 0.328], [-1.155, 1.281, -0.360], [0.510, 2.057, 1.310], [-0.575, 3.177, 2.177], [0.091, 1.742, 3.010]]}

Record 5
{"formula": "C4H14N2O2", "method": "the ωB97M-V functional and the def2-TZVPD basis", "e_tot_ha": -420.73440, "smiles": "NCCCNCO.O", "orbital_gap_ha": 0.36282, "e_above_lowest_kj_mol": 185.6, "max_force_ha_per_bohr": 0.086, "symbols": ["N", "C", "C", "C", "N", "C", "O", "H", "H", "H", "H", "H", "H", "H", "H", "H", "H", "H", "H", "O", "H", "H"], "coordinates": [[1.974, -1.471, -0.449], [2.083, 0.009, -0.088], [1.428, 0.168, 1.253], [-0.072, -0.154, 1.416], [-0.928, 1.104, 1.268], [-1.857, 1.048, 0.140], [-1.292, 1.141, -1.122], [1.059, -1.643, -0.771], [2.195, -1.995, 0.361], [1.489, 0.521, -0.842], [3.226, 0.215, -0.055], [1.627, 1.199, 1.562], [1.846, -0.543, 2.012], [-0.466, -0.934, 0.832], [-0.342, -0.353, 2.455], [-0.350, 1.916, 1.275], [-2.304, 0.016, 0.073], [-2.598, 1.878, 0.310], [-0.323, 1.512, -1.179], [-1.186, -1.553, -1.837], [-1.379, -0.649, -1.827], [-0.666, -1.712, -2.592]]}

Record 6
{"formula": "C4H14N2O2", "method": "the ωB97M-V functional and the def2-TZVPD basis", "e_tot_ha": -420.73967, "smiles": "C=NCCCN.O.O", "orbital_gap_ha": 0.36486, "e_above_lowest_kj_mol": 171.8, "max_force_ha_per_bohr": 0.033, "symbols": ["C", "N", "C", "C", "C", "N", "H", "H", "H", "H", "H", "H", "H", "H", "H", "H", "O", "H", "H", "O", "H", "H"], "coordinates": [[2.835, 1.011, -0.279], [1.938, 0.178, -0.026], [0.814, 0.188, -0.963], [-0.273, 1.104, -0.414], [-0.823, 0.864, 1.003], [-1.710, -0.282, 1.033], [3.603, 1.349, 0.416], [2.980, 1.595, -1.201], [1.093, 0.537, -1.960], [0.433, -0.839, -1.042], [-1.119, 1.188, -1.088], [0.158, 2.107, -0.391], [-1.339, 1.793, 1.229], [0.045, 0.706, 1.657], [-2.183, -0.459, 1.902], [-1.339, -1.146, 0.677], [-3.005, -0.147, -1.706], [-2.828, 0.511, -1.028], [-2.219, -0.395, -2.189], [1.017, -2.404, 1.396], [0.836, -1.463, 1.320], [0.680, -2.815, 0.596]]}

Record 7
{"formula": "C4H14N2O2", "method": "the ωB97M-V functional and the def2-TZVPD basis", "e_tot_ha": -420.46215, "orbital_gap_ha": 0.15766, "e_above_lowest_kj_mol": 900.4, "max_force_ha_per_bohr": 0.099, "symbols": ["N", "C", "C", "C", "O", "C", "N", "H", "H", "H", "H", "H", "H", "H", "H", "H", "H", "H", "H", "H", "H", "O"], "coordinates": [[0.837, 2.055, 1.920], [0.556, 0.829, 1.377], [-1.950, -0.863, -0.497], [-2.361, -1.372, -1.725], [0.625, -2.253, 1.104], [0.192, 1.317, -0.092], [0.969, 2.305, -0.773], [-0.288, 0.298, 1.761], [0.272, 2.170, 2.789], [1.073, -3.054, 1.222], [1.408, 0.194, 1.207], [-1.017, -1.004, 0.083], [-2.548, -0.337, 0.146], [-3.411, -1.277, -2.074], [-1.449, -1.531, -2.321], [0.069, 0.469, -0.805], [-0.793, 1.819, 0.010], [1.276, 2.837, 0.137], [1.862, 2.013, -1.203], [1.407, -1.559, -1.803], [0.754, -1.910, 0.192], [0.640, -1.387, -1.322]]}

Record 8
{"formula": "C4H14N2O2", "method": "the ωB97M-V functional and the def2-TZVPD basis", "e_tot_ha": -420.41604, "orbital_gap_ha": [0.27319, 0.27188], "e_above_lowest_kj_mol": 1021.5, "max_force_ha_per_bohr": 0.111, "symbols": ["C", "C", "N", "O", "H", "H", "H", "H", "H", "H", "H", "C", "C", "N", "O", "H", "H", "H", "H", "H", "H", "H"], "coordinates": [[2.024, 0.654, -0.209], [1.653, 2.114, -0.213], [1.058, -0.341, -1.231], [0.553, 0.146, -2.487], [0.394, 1.079, -2.236], [1.277, -1.317, -1.061], [2.946, 0.489, -0.781], [2.324, 0.358, 0.794], [2.479, 2.761, 0.102], [0.766, 2.298, 0.393], [1.400, 2.439, -1.225], [-2.290, -0.881, 1.738], [-1.853, -1.331, -0.568], [-1.386, -1.330, 0.689], [0.208, -0.222, 1.251], [0.759, -0.675, 1.911], [-1.431, -1.948, -1.363], [-2.822, -1.750, 2.136], [-3.032, -0.136, 1.421], [-1.703, -0.383, 2.517], [-0.378, -0.678, -0.889], [-2.945, -1.348, -0.688]]}

Record 9
{"formula": "C4H14N2O2", "method": "the ωB97M-V functional and the def2-TZVPD basis", "e_tot_ha": -420.73516, "smiles": "N/C=C/CCN.O.O", "orbital_gap_ha": 0.31781, "e_above_lowest_kj_mol": 183.6, "max_force_ha_per_bohr": 0.063, "symbols": ["N", "C", "C", "C", "C", "N", "H", "H", "H", "H", "H", "H", "H", "H", "H", "H", "O", "H", "H", "O", "H", "H"], "coordinates": [[-2.132, 0.393, -2.393], [-0.851, -0.035, -2.034], [-0.046, 0.744, -1.313], [1.351, 0.397, -0.874], [1.711, -0.212, 0.484], [0.610, -0.747, 1.299], [-2.750, -0.208, -2.910], [-2.344, 1.351, -2.193], [-0.599, -1.047, -2.326], [-0.326, 1.757, -1.072], [1.836, 1.380, -0.888], [1.889, -0.044, -1.732], [2.486, 0.252, 1.099], [2.315, -1.127, 0.276], [0.344, -0.075, 2.008], [-0.179, -0.993, 0.708], [-0.042, 3.064, 4.018], [-0.337, 2.203, 4.320], [-0.667, 3.755, 4.133], [-0.384, -3.516, -0.436], [0.408, -3.300, -0.887], [-0.294, -3.203, 0.488]]}

Record 10
{"formula": "C4H14N2O2", "method": "the ωB97M-V functional and the def2-TZVPD basis", "e_tot_ha": -420.73815, "smiles": "C=C(N)CCN.O.O", "orbital_gap_ha": 0.33539, "e_above_lowest_kj_mol": 175.8, "max_force_ha_per_bohr": 0.045, "symbols": ["C", "C", "N", "C", "C", "N", "H", "H", "H", "H", "H", "H", "H", "H", "H", "H", "O", "H", "H", "O", "H", "H"], "coordinates": [[0.637, 0.558, -1.889], [-0.483, -0.119, -1.620], [-1.137, 0.292, -0.436], [-0.682, -1.511, -2.098], [-0.140, -2.583, -1.125], [1.087, -3.158, -1.674], [0.897, 1.559, -1.587], [1.419, 0.223, -2.574], [-2.139, 0.447, -0.354], [-0.700, 1.104, -0.030], [-1.702, -1.633, -2.472], [-0.158, -1.749, -3.027], [0.061, -2.106, -0.159], [-0.889, -3.362, -0.935], [1.547, -2.539, -2.311], [1.665, -3.602, -0.984], [-0.872, 1.405, 7.188], [-1.495, 0.705, 6.963], [-0.078, 1.071, 6.763], [0.730, 4.967, 1.031], [1.473, 5.598, 1.065], [0.959, 4.434, 0.264]]}

Record 11
{"formula": "C4H14N2O3S", "method": "the ωB97M-V functional and the def2-TZVPD basis", "charge": -2, "e_tot_ha": -894.18162, "orbital_gap_ha": 0.22189, "e_above_lowest_kj_mol": 0.0, "max_force_ha_per_bohr": 0.043, "symbols": ["C", "N", "C", "O", "C", "C", "S", "N", "H", "H", "H", "H", "H", "H", "H", "H", "H", "H", "H", "H", "O", "H", "H", "O"], "coordinates": [[0.416, 0.404, -0.077], [-1.029, 0.523, -0.137], [-1.766, 0.299, 1.161], [-1.756, 1.359, 1.980], [0.998, -0.608, -1.134], [1.663, -1.832, -0.448], [3.369, -2.330, -1.000], [1.972, 0.190, -1.953], [0.953, 1.344, -0.220], [0.748, 0.068, 0.910], [-1.399, 1.392, -0.511], [-2.797, 0.000, 0.830], [-1.289, -0.589, 1.631], [0.160, -0.856, -1.782], [1.029, -2.713, -0.655], [1.495, -1.843, 0.645], [2.621, -0.490, -2.335], [2.419, 0.836, -1.317], [0.155, 2.393, 3.756], [-0.947, 1.444, 3.344], [-0.279, 1.605, 4.095], [-2.038, -0.037, -1.486], [-2.189, -0.652, -2.917], [-2.509, 0.092, -2.382]]}

Record 12
{"formula": "C4H14N2OS", "method": "the ωB97M-V functional and the def2-TZVPD basis", "e_tot_ha": -743.72203, "smiles": "C[C@H](CS)NCN.O", "orbital_gap_ha": 0.35641, "e_above_lowest_kj_mol": 31.0, "max_force_ha_per_bohr": 0.026, "symbols": ["C", "C", "C", "S", "N", "C", "N", "H", "H", "H", "H", "H", "H", "H", "H", "H", "H", "H", "H", "O", "H", "H"], "coordinates": [[1.951, 0.750, 1.101], [0.995, 0.001, 0.192], [1.719, -0.288, -1.153], [2.411, -1.961, -1.373], [-0.286, 0.627, -0.061], [-1.188, 0.592, 1.098], [-2.544, 0.994, 0.779], [1.657, 0.816, 2.153], [2.942, 0.287, 1.165], [2.105, 1.768, 0.732], [0.793, -0.994, 0.598], [1.010, -0.228, -1.979], [2.530, 0.420, -1.314], [3.322, -1.916, -0.394], [-0.186, 1.585, -0.380], [-1.253, -0.454, 1.409], [-0.794, 1.129, 1.967], [-2.596, 1.910, 0.338], [-2.841, 0.374, 0.026], [-3.503, -1.702, -1.356], [-2.543, -1.662, -1.316], [-3.698, -2.050, -2.230]]}